[1]
Density functional theory data (the ωB97M-V functional and the def2-TZVPD basis) for one molecule with the formula C18H32N2O2.

Electronic energy   -26261.388 eV
Relative energy (zero: lowest compared OMol25 entry of this formula, charge and spin)   19.7 kJ/mol
Orbital gap   9.154 eV
LUMO level   0.71 eV
HOMO   -8.442 eV

Structure (ORCA input):
```
! RIJCOSX wB97M-V def2-TZVPD def2/J DEFGRID3
* xyz 0 1
O -2.366 -2.446 1.119
C -1.954 -1.540 0.426
N -2.758 -0.812 -0.385
H -2.369 -0.024 -0.877
C -4.192 -0.954 -0.394
H -4.557 -0.971 -1.425
C -4.887 0.180 0.382
H -4.532 0.152 1.420
C -4.653 1.565 -0.255
H -3.917 2.148 0.294
C -6.044 2.198 -0.233
H -6.202 2.913 -1.037
C -6.930 0.960 -0.361
H -7.936 1.094 0.038
O -6.291 -0.033 0.412
H -7.002 0.643 -1.412
H -6.226 2.686 0.724
H -4.314 1.450 -1.286
H -4.428 -1.906 0.086
C -0.482 -1.147 0.379
C -0.258 0.285 0.874
C 1.233 0.616 0.824
N 1.710 0.480 -0.538
C 1.591 -0.889 -0.995
C 0.116 -1.290 -1.022
H -0.406 -0.640 -1.725
H 0.020 -2.320 -1.367
H 2.143 -1.594 -0.349
H 2.004 -0.950 -2.004
C 2.992 1.103 -0.792
C 4.227 0.498 -0.081
C 5.033 -0.413 -1.010
C 6.236 -1.010 -0.284
C 7.137 0.096 0.255
C 6.347 1.013 1.183
C 5.141 1.602 0.456
H 4.581 2.245 1.140
H 5.485 2.219 -0.378
H 6.989 1.819 1.547
H 6.004 0.443 2.049
H 7.983 -0.339 0.792
H 7.534 0.679 -0.579
H 6.798 -1.651 -0.966
H 5.887 -1.630 0.546
H 4.401 -1.216 -1.391
H 5.383 0.171 -1.865
H 3.882 -0.097 0.771
H 3.151 1.083 -1.875
H 2.888 2.152 -0.498
H 1.767 -0.047 1.527
H 1.393 1.648 1.144
H -0.790 0.994 0.237
H -0.626 0.393 1.895
H 0.037 -1.835 1.055
*
```

---

[2]
Density functional theory data (the ωB97M-V functional and the def2-TZVPD basis) for C30H45AsFN3OSi3V as an isolated structure.

Electronic energy   -151225.455 eV
Relative energy (zero: lowest compared OMol25 entry of this formula, charge and spin)   11.0 kJ/mol
Orbital gap (spin up / spin down)   6.691 / 6.891 eV
LUMO level (spin up / spin down)   -7.22 / -7.02 eV
HOMO (spin up / spin down)   -13.911 / -13.910 eV

Structure (ORCA input):
```
! RIJCOSX wB97M-V def2-TZVPD def2/J DEFGRID3
* xyz 2 2
V 1.341 -0.533 -0.159
C 0.937 -4.642 -1.623
C 1.066 -3.169 -1.500
N 0.939 -2.550 -0.374
N 0.694 -3.273 0.765
C 0.826 -2.473 1.777
O 1.188 -1.209 1.533
C 0.602 -2.901 3.149
C 0.086 -4.174 3.404
C -0.134 -4.572 4.709
C 0.159 -3.708 5.759
C 0.676 -2.444 5.508
C 0.895 -2.036 4.204
C 1.326 -2.252 -2.622
C 1.513 -2.653 -3.933
C 1.774 -1.692 -4.901
C 1.839 -0.359 -4.526
C 1.653 -0.036 -3.191
N 1.413 -0.955 -2.259
H 1.394 -5.125 -0.762
H 1.378 -5.022 -2.539
H -0.125 -4.908 -1.608
H -0.137 -4.835 2.579
H -0.531 -5.556 4.911
H -0.012 -4.025 6.779
H 0.911 -1.781 6.328
H 1.303 -1.057 4.001
H 1.456 -3.697 -4.201
H 1.922 -1.982 -5.932
H 2.026 0.421 -5.248
H 1.686 0.995 -2.856
F 2.945 4.880 1.671
C 3.004 3.646 1.200
C 3.184 3.465 -0.166
C 3.253 2.181 -0.652
C 3.169 1.065 0.208
C 3.347 -0.294 -0.306
C 2.989 1.301 1.586
C 2.903 2.586 2.085
H 3.279 4.329 -0.809
H 3.440 2.020 -1.707
H 3.742 -1.016 0.408
H 3.801 -0.378 -1.288
H 2.962 0.460 2.268
H 2.783 2.783 3.141
C 0.410 3.529 -2.396
Si -0.772 3.263 -0.976
C -0.261 4.144 0.582
C -2.489 3.736 -1.502
As -0.780 0.928 -0.419
Si -1.836 0.784 1.748
C -2.442 -0.976 1.878
C -0.592 1.255 3.060
C -3.266 1.972 1.823
Si -2.363 -0.134 -1.893
C -2.394 -1.966 -1.532
C -4.063 0.559 -1.609
C -1.793 0.204 -3.636
H 0.561 4.600 -2.541
H -0.001 3.130 -3.324
H 1.388 3.084 -2.224
H 0.113 5.141 0.342
H 0.517 3.608 1.124
H -1.112 4.268 1.253
H -2.517 4.821 -1.632
H -3.245 3.472 -0.760
H -2.759 3.286 -2.457
H -1.743 -1.707 1.476
H -3.388 -1.092 1.348
H -2.621 -1.226 2.926
H 0.431 1.037 2.773
H -0.809 0.704 3.975
H -0.668 2.320 3.286
H -4.038 1.784 1.076
H -2.945 3.009 1.737
H -3.730 1.861 2.807
H -3.074 -2.179 -0.707
H -1.422 -2.380 -1.275
H -2.771 -2.494 -2.410
H -4.360 0.539 -0.559
H -4.766 -0.076 -2.155
H -4.179 1.573 -1.985
H -0.937 -0.411 -3.916
H -1.537 1.251 -3.801
H -2.609 -0.045 -4.318
*
```

---

[3]
Density functional theory data (the ωB97M-V functional and the def2-TZVPD basis) for C12H32Cl3CrN5O3P as an isolated structure.

Electronic energy   -101836.427 eV
Relative energy (zero: lowest compared OMol25 entry of this formula, charge and spin)   3.5 kJ/mol
Orbital gap (spin up / spin down)   8.233 / 8.735 eV
LUMO level (spin up / spin down)   -0.30 / 0.20 eV
HOMO (spin up / spin down)   -8.531 / -8.538 eV

Structure (ORCA input):
```
! RIJCOSX wB97M-V def2-TZVPD def2/J DEFGRID3
* xyz 0 4
Cr -1.733 -0.013 1.975
Cl -0.994 1.148 4.001
Cl -3.043 -1.798 2.878
Cl -3.196 1.579 1.012
C -1.811 -1.921 -0.691
O -1.793 -1.016 0.100
N -2.739 -2.032 -1.676
C -2.960 -3.324 -2.292
C -3.850 -1.076 -1.796
H -1.012 -2.659 -0.863
H -2.130 -4.028 -2.360
H -3.391 -3.207 -3.287
H -3.785 -3.868 -1.833
H -4.741 -1.527 -1.359
H -3.519 -0.105 -1.427
H -4.074 -0.787 -2.823
C 1.064 -1.966 2.164
O 0.035 -1.240 2.077
N 1.015 -3.312 2.309
C 2.063 -3.971 3.150
C -0.222 -4.097 2.151
H 2.140 -1.733 2.202
H 2.286 -3.493 4.104
H 3.012 -3.593 2.771
H 2.011 -5.059 3.156
H -0.770 -4.381 3.049
H -0.981 -3.577 1.565
H 0.118 -5.060 1.771
O -0.131 1.280 1.066
P 0.558 1.949 -0.145
N 0.013 3.548 -0.336
C 0.447 4.341 -1.495
C -0.174 4.391 0.925
N 0.463 1.084 -1.626
C 1.326 -0.086 -1.835
C -0.659 1.106 -2.508
N 2.247 2.243 0.059
C 2.910 1.417 1.114
C 3.287 2.823 -0.875
H -0.320 5.057 -1.790
H 0.699 3.801 -2.408
H 1.276 4.934 -1.109
H 0.062 3.779 1.796
H -1.200 4.741 1.041
H 0.545 5.208 0.972
H 2.110 0.371 -2.439
H 1.818 -0.334 -0.894
H 0.850 -0.924 -2.344
H -0.298 1.327 -3.513
H -1.201 0.170 -2.638
H -1.479 1.677 -2.073
H 2.258 1.430 1.987
H 3.012 0.366 0.844
H 3.861 1.869 1.397
H 2.965 2.614 -1.895
H 4.139 2.146 -0.825
H 3.613 3.785 -0.480
*
```

---

[4]
Density functional theory data (the ωB97M-V functional and the def2-TZVPD basis) for a 6-piece molecular cluster, C3H18N6O6 overall.

Electronic energy   -24631.754 eV
Relative energy (zero: lowest compared OMol25 entry of this formula, charge and spin)   76.4 kJ/mol
Orbital gap   8.907 eV
LUMO level   0.05 eV
HOMO   -8.854 eV

Structure (ORCA input):
```
! RIJCOSX wB97M-V def2-TZVPD def2/J DEFGRID3
* xyz 0 1
O 18.140 24.056 -21.711
H 18.084 24.530 -20.873
H 18.558 23.216 -21.486
O 15.451 22.530 -21.504
H 14.860 22.665 -22.263
H 16.058 23.281 -21.530
O 16.619 20.455 -20.012
H 17.357 20.115 -20.527
H 16.091 20.975 -20.648
C 15.171 23.212 -18.064
O 14.767 24.198 -17.458
N 16.409 23.155 -18.652
N 14.546 22.013 -18.039
H 16.818 24.075 -18.634
H 16.727 22.389 -19.227
H 13.826 21.913 -17.345
H 15.016 21.232 -18.462
C 11.535 22.566 -19.914
O 10.539 23.309 -19.911
N 12.713 22.977 -20.404
N 11.442 21.312 -19.398
H 13.508 22.372 -20.464
H 12.663 23.868 -20.863
H 12.246 20.723 -19.513
H 10.553 21.054 -19.018
C 13.578 25.152 -23.580
O 13.387 24.163 -22.866
N 13.523 26.425 -23.133
N 13.708 25.087 -24.935
H 13.461 26.595 -22.144
H 13.605 27.177 -23.786
H 14.082 24.221 -25.289
H 13.577 25.789 -25.635
*
```

---

[5]
Density functional theory data (the ωB97M-V functional and the def2-TZVPD basis) for one molecule with the formula C4H8N2O.

Electronic energy   -9305.360 eV
Relative energy (zero: lowest compared OMol25 entry of this formula, charge and spin)   99.7 kJ/mol
Orbital gap   9.927 eV
LUMO level   0.66 eV
HOMO   -9.269 eV

Structure (ORCA input):
```
! RIJCOSX wB97M-V def2-TZVPD def2/J DEFGRID3
* xyz 0 1
C 1.864 -0.259 -1.562
N 0.674 0.351 -1.031
C 0.056 -0.113 0.085
N 0.355 -1.121 0.817
C -1.157 0.717 0.484
O -1.439 1.710 -0.156
C -1.952 0.210 1.653
H 2.254 0.353 -2.376
H 1.667 -1.267 -1.951
H 2.643 -0.335 -0.791
H 0.279 1.183 -1.440
H 1.181 -1.612 0.473
H -1.296 0.007 2.503
H -2.733 0.925 1.914
H -2.396 -0.751 1.377
*
```

---

[6]
Density functional theory data (the ωB97M-V functional and the def2-TZVPD basis) for one molecule with the formula CClN3O2.

Electronic energy   -22118.395 eV
Relative energy (zero: lowest compared OMol25 entry of this formula, charge and spin)   35.7 kJ/mol
Orbital gap   9.911 eV
LUMO level   -0.90 eV
HOMO   -10.806 eV

Structure (ORCA input):
```
! RIJCOSX wB97M-V def2-TZVPD def2/J DEFGRID3
* xyz 0 1
C -0.921 -0.864 -0.040
N -1.964 -1.180 -0.402
N 0.251 -0.590 0.562
N 0.339 1.101 0.062
O -0.652 1.637 0.278
O 1.370 1.357 -0.479
Cl 1.578 -1.462 0.020
*
```

---

[7]
Density functional theory data (the ωB97M-V functional and the def2-TZVPD basis) for a 12-piece molecular cluster, C15H57NO13P overall.

Electronic energy   -53867.148 eV
Orbital gap   5.500 eV
LUMO level   1.83 eV
HOMO   -3.666 eV

Structure (ORCA input):
```
! RIJCOSX wB97M-V def2-TZVPD def2/J DEFGRID3
* xyz -1 1
C 2.917 0.622 -0.472
C 2.395 -0.694 -1.312
N 1.796 -1.793 -0.463
C 0.350 -1.545 -0.101
C -0.857 -2.265 -0.943
O -2.116 -1.487 -0.930
P -1.695 0.201 -0.568
O -0.130 -0.183 0.179
H 2.354 1.558 -0.954
H 2.562 0.574 0.665
H 4.063 0.851 -0.589
H 3.370 -1.159 -1.819
H 1.710 -0.352 -2.218
H 2.393 -2.012 0.370
H 0.280 -2.074 0.966
H -0.621 -2.472 -2.070
H -1.145 -3.338 -0.521
H -3.012 0.619 -1.063
H -2.315 0.193 0.762
H -1.229 1.566 -0.392
H -1.072 0.259 -1.867
C -3.973 -0.755 3.517
O -4.278 -0.026 2.343
H -3.446 -0.100 4.215
H -4.898 -1.108 3.979
H -3.333 -1.603 3.264
H -4.744 -0.632 1.742
C -3.582 -3.162 6.277
O -4.863 -2.588 6.458
H -3.194 -2.863 5.300
H -2.908 -2.805 7.059
H -3.660 -4.251 6.317
H -5.182 -2.871 7.332
C -2.266 2.204 -4.229
O -1.461 2.863 -3.270
H -2.413 1.167 -3.917
H -3.237 2.702 -4.296
H -1.767 2.222 -5.201
H -1.348 3.780 -3.573
C -3.905 2.914 -7.419
O -4.652 2.294 -6.388
H -3.052 2.279 -7.670
H -4.536 3.039 -8.302
H -3.544 3.886 -7.075
H -5.402 2.880 -6.187
C 3.675 -4.566 -1.679
O 2.928 -5.185 -0.648
H 4.528 -5.201 -1.930
H 3.044 -4.440 -2.562
H 4.036 -3.594 -1.334
H 2.178 -4.599 -0.447
C -2.663 -6.004 0.023
O -3.938 -5.401 -0.099
H -2.792 -7.059 0.279
H -2.129 -5.925 -0.927
H -2.098 -5.506 0.814
H -3.792 -4.467 -0.327
C 6.100 2.288 1.483
O 6.112 1.840 0.140
H 6.129 1.421 2.147
H 6.976 2.915 1.667
H 5.186 2.857 1.670
H 6.086 2.631 -0.425
C -5.853 -4.158 -3.228
O -5.038 -5.267 -2.896
H -6.440 -4.401 -4.116
H -6.528 -3.939 -2.397
H -5.222 -3.290 -3.436
H -4.530 -5.021 -2.104
C 0.110 -2.019 7.515
O -1.164 -1.416 7.393
H -0.019 -3.074 7.771
H 0.645 -1.940 6.565
H 0.676 -1.521 8.306
H -1.018 -0.482 7.165
C 4.630 5.952 0.973
O 5.650 5.476 0.114
H 3.710 5.398 0.774
H 4.927 5.799 2.013
H 4.460 7.015 0.784
H 6.453 5.987 0.314
C 6.861 8.799 -1.402
O 6.989 8.170 -0.140
H 7.643 8.423 -2.067
H 5.882 8.567 -1.828
H 6.973 9.879 -1.285
H 6.283 8.523 0.428
*
```

---

[8]
Density functional theory data (the ωB97M-V functional and the def2-TZVPD basis) for a 2-piece molecular cluster, CH3INP overall.

Electronic energy   -19961.725 eV
Relative energy (zero: lowest compared OMol25 entry of this formula, charge and spin)   233.2 kJ/mol
Orbital gap (spin up / spin down)   7.561 / 7.562 eV
LUMO level (spin up / spin down)   -0.76 / -0.68 eV
HOMO (spin up / spin down)   -8.317 / -8.239 eV

Structure (ORCA input):
```
! RIJCOSX wB97M-V def2-TZVPD def2/J DEFGRID3
* xyz 0 1
C 0.880 -1.295 -0.168
N 0.724 -0.161 0.235
P 0.340 1.382 -0.004
I -3.273 -0.088 -0.006
H -1.716 0.292 -0.035
H 1.386 -2.095 0.433
H 1.660 1.965 -0.455
*
```

---

[9]
Density functional theory data (the ωB97M-V functional and the def2-TZVPD basis) for a 4-piece molecular cluster, C8H23O4 overall.

Electronic energy   -16852.948 eV
Orbital gap (spin up / spin down)   3.116 / 6.570 eV
LUMO level (spin up / spin down)   5.92 / 5.88 eV
HOMO (spin up / spin down)   2.804 / -0.685 eV

Structure (ORCA input):
```
! RIJCOSX wB97M-V def2-TZVPD def2/J DEFGRID3
* xyz -2 2
O -1.016 0.037 -0.223
H -1.304 -0.375 0.595
H -0.329 0.629 0.092
H -0.636 -0.587 -0.846
C 2.960 1.470 -0.681
C 2.003 2.283 0.261
C 1.551 3.578 -0.396
O 0.970 1.590 0.889
H 3.577 2.175 -1.238
H 2.427 0.831 -1.384
H 3.649 0.982 0.010
H 2.715 2.673 0.988
H 2.352 4.316 -0.446
H 0.807 4.101 0.205
H 1.078 3.423 -1.365
C -3.170 -1.267 2.633
C -1.679 -1.343 3.104
C -1.060 -2.711 2.880
O -0.866 -0.380 2.472
H -3.265 -1.639 1.613
H -3.605 -0.271 2.714
H -3.642 -1.959 3.330
H -1.622 -1.044 4.150
H -0.965 -2.902 1.812
H -1.646 -3.561 3.230
H -0.103 -2.783 3.397
C 0.452 0.025 -3.485
C -0.281 -1.177 -3.012
O 0.143 -1.630 -1.796
H 0.236 0.837 -2.791
H 0.148 0.342 -4.483
H 1.536 -0.014 -3.591
H -0.016 -1.931 -3.752
H -1.371 -1.145 -3.024
H -0.030 -2.572 -1.863
*
```

---

[10]
Density functional theory data (the ωB97M-V functional and the def2-TZVPD basis) for C43H33BCaCl2N5O4P as an isolated structure.

Electronic energy   -114222.302 eV
Relative energy (zero: lowest compared OMol25 entry of this formula, charge and spin)   33.8 kJ/mol
Orbital gap   6.327 eV
LUMO level   4.03 eV
HOMO   -2.293 eV

Structure (ORCA input):
```
! RIJCOSX wB97M-V def2-TZVPD def2/J DEFGRID3
* xyz -2 1
Ca 0.575 -0.949 -0.074
O 1.638 -0.406 1.891
C 2.914 -0.450 2.019
C 3.509 -1.137 3.118
C 4.870 -1.198 3.304
C 5.749 -0.562 2.419
C 5.207 0.113 1.342
C 3.831 0.171 1.103
C 3.389 0.873 -0.096
N 2.236 0.730 -0.623
N 2.010 1.453 -1.788
C 0.719 1.471 -2.062
O -0.220 0.979 -1.367
C 0.353 2.152 -3.352
C 1.312 2.607 -4.254
C 0.925 3.229 -5.431
C -0.423 3.406 -5.721
C -1.382 2.951 -4.827
C -0.994 2.327 -3.649
H 2.827 -1.629 3.802
H 5.265 -1.751 4.150
H 6.820 -0.607 2.567
H 5.865 0.610 0.633
H 4.110 1.534 -0.589
H 2.355 2.463 -4.010
H 1.678 3.575 -6.131
H -0.723 3.888 -6.645
H -2.435 3.073 -5.049
H -1.725 1.946 -2.946
O -2.061 -3.086 1.810
N -2.158 -1.724 1.950
C -2.953 -1.381 2.879
C -3.185 0.012 3.291
C -3.964 0.177 4.438
C -4.190 1.425 4.995
C -3.620 2.539 4.401
C -2.863 2.389 3.246
C -2.643 1.145 2.658
P -1.739 0.973 1.048
C -1.069 2.665 0.844
C -1.598 3.647 0.014
C -0.930 4.852 -0.164
C 0.271 5.088 0.488
C 0.815 4.106 1.307
C 0.155 2.899 1.473
C -3.219 0.955 -0.051
C -3.203 0.103 -1.151
C -4.294 0.028 -2.009
C -5.411 0.815 -1.778
C -5.440 1.672 -0.683
C -4.354 1.735 0.178
H -1.185 -3.205 1.365
H -3.449 -2.159 3.462
H -4.384 -0.705 4.908
H -4.793 1.521 5.890
H -3.769 3.526 4.822
H -2.439 3.270 2.781
H -2.521 3.462 -0.520
H -1.342 5.598 -0.833
H 0.798 6.023 0.335
H 1.772 4.265 1.788
H 0.616 2.104 2.053
H -2.333 -0.508 -1.350
H -4.256 -0.659 -2.846
H -6.264 0.758 -2.445
H -6.312 2.288 -0.495
H -4.394 2.396 1.036
Cl 0.112 -5.443 2.777
C 1.459 -5.030 1.752
C 2.579 -5.864 1.768
C 3.664 -5.594 0.986
Cl 5.048 -6.672 1.033
C 3.676 -4.461 0.140
C 4.748 -4.109 -0.708
C 4.657 -2.995 -1.490
C 3.494 -2.209 -1.420
N 2.484 -2.507 -0.642
C 2.541 -3.618 0.135
C 1.361 -3.881 0.954
O 0.356 -3.105 0.911
H 2.578 -6.732 2.412
H 5.633 -4.731 -0.723
H 5.465 -2.702 -2.146
H 3.401 -1.302 -2.008
B -2.213 -3.398 -3.818
C -1.357 -2.677 -2.687
N -0.770 -2.144 -1.846
H -3.383 -3.341 -3.480
H -2.037 -2.801 -4.866
H -1.843 -4.554 -3.906
*
```

---

[11]
Density functional theory data (the ωB97M-V functional and the def2-TZVPD basis) for CH4NO3P as an isolated structure.

Electronic energy   -18017.867 eV
Relative energy (zero: lowest compared OMol25 entry of this formula, charge and spin)   670.6 kJ/mol
Orbital gap (spin up / spin down)   7.972 / 7.642 eV
LUMO level (spin up / spin down)   -0.40 / -0.09 eV
HOMO (spin up / spin down)   -8.373 / -7.733 eV

Structure (ORCA input):
```
! RIJCOSX wB97M-V def2-TZVPD def2/J DEFGRID3
* xyz 0 1
C -0.129 0.448 -0.911
N 0.757 0.805 0.169
O 1.273 1.944 0.284
O 1.554 -0.251 0.690
O -1.957 -0.577 0.748
P -1.611 0.944 0.215
H -0.056 1.078 -1.719
H -0.457 -0.607 -1.155
H 2.485 -0.010 0.917
H -2.083 -0.548 1.638
*
```